a | The following is a DFT calculation (ωB97M-V/def2-TZVPD) of a structure of composition C35H32IrN5O2P2S2Te.

Calculated values
- HOMO-LUMO gap (spin up / spin down) (eV) = 7.56 / 6.13
- LUMO (spin up / spin down) (eV) = 0.10 / -1.72
- HOMO energy (spin up / spin down) (eV) = -7.46 / -7.86
- multiplicity = 5
- total charge = 0

Geometry (Å):
Ir -1.3222 -1.0213 -2.8326
Te 2.1385 -2.1576 1.2874
C 2.9909 -0.6590 2.5129
C 3.4920 -1.0319 3.7524
C 4.1706 -0.0832 4.5067
N 4.3714 1.1709 4.1090
C 3.8887 1.5123 2.9140
C 3.1969 0.6444 2.0840
C 0.5168 -1.1707 0.4097
P -0.3871 0.1810 1.2181
C 0.0318 0.0992 2.9990
C 0.4985 1.2444 3.6328
C 0.8354 1.2187 4.9819
C 0.7028 0.0413 5.7010
C 0.2143 -1.1040 5.0795
C -0.1227 -1.0750 3.7371
C -2.1507 -0.3898 1.3550
C -2.7384 -1.2539 0.4383
C -4.0894 -1.5728 0.5093
C -4.8751 -1.0244 1.5109
C -4.3059 -0.1494 2.4279
C -2.9593 0.1715 2.3497
P 0.5709 -1.0463 -1.4357
C 1.4754 -2.5355 -1.9634
C 1.0574 -3.7722 -1.4666
C 1.7002 -4.9344 -1.8584
C 2.7537 -4.8735 -2.7604
C 3.1480 -3.6500 -3.2824
C 2.5095 -2.4816 -2.8923
C 1.7097 0.3553 -1.6803
C 3.0738 0.2675 -1.4086
C 3.8921 1.3704 -1.6009
C 3.3534 2.5691 -2.0505
C 1.9952 2.6644 -2.3116
C 1.1770 1.5596 -2.1332
H 3.3530 -2.0357 4.1363
H 4.5670 -0.3445 5.4822
H 4.0655 2.5370 2.6040
H 2.8324 0.9873 1.1236
H 0.6115 2.1602 3.0632
H 1.2127 2.1118 5.4639
H 0.9801 0.0110 6.7474
H 0.0933 -2.0206 5.6439
H -0.5249 -1.9607 3.2603
H -2.1335 -1.7164 -0.3294
H -4.5113 -2.2497 -0.2215
H -5.9243 -1.2829 1.5826
H -4.9138 0.2812 3.2143
H -2.5352 0.8637 3.0665
H 0.2040 -3.8255 -0.8018
H 1.3727 -5.8880 -1.4649
H 3.2516 -5.7821 -3.0746
H 3.9561 -3.6001 -4.0010
H 2.8043 -1.5355 -3.3282
H 3.5025 -0.6610 -1.0541
H 4.9533 1.2911 -1.4004
H 3.9987 3.4237 -2.2108
H 1.5739 3.5931 -2.6756
H 0.1238 1.6181 -2.3749
O -1.8088 -3.3939 -2.1333
N -3.0203 -3.2250 -2.2454
O -3.3156 -2.0328 -2.5573
S -0.4094 -1.8043 -4.9777
C 0.7312 -0.5724 -5.0462
N 1.5280 0.2681 -5.1020
C -3.9026 3.8495 -3.6285
N -3.4644 3.1799 -2.4258
C -3.5066 3.8431 -1.1247
C -2.9900 2.7556 -0.1688
N -2.4224 1.7921 -1.1031
C -2.7954 2.0193 -2.3657
S -2.4678 1.0189 -3.6903
H -4.9439 4.1554 -3.5223
H -3.8166 3.1672 -4.4693
H -3.2908 4.7331 -3.8258
H -4.5233 4.1580 -0.8912
H -2.8634 4.7276 -1.1297
H -3.7923 2.3030 0.4167
H -2.2274 3.1253 0.5137
H -2.1254 0.8732 -0.8139

***

b | The following is a DFT calculation (ωB97M-V/def2-TZVPD) of a structure of composition C35H32IrN5O2P2S2Te.

Calculated values
- HOMO-LUMO gap (spin up / spin down) (eV) = 6.17 / 6.69
- LUMO (spin up / spin down) (eV) = 0.00 / -1.22
- HOMO energy (spin up / spin down) (eV) = -6.17 / -7.91
- multiplicity = 5
- total charge = 0

Geometry (Å):
Ir -0.5716 -0.7716 1.7788
Te 2.1482 2.7794 0.8143
C 3.3856 2.5046 -0.8848
C 4.5636 1.7758 -0.8194
C 5.2627 1.5330 -1.9957
N 4.8722 1.9672 -3.1908
C 3.7557 2.6912 -3.2386
C 2.9843 2.9883 -2.1244
C 0.8574 1.2543 0.2112
P 1.2535 -0.5062 0.2442
C 3.0077 -0.7891 0.6194
C 3.9056 -1.2706 -0.3325
C 5.2347 -1.4834 0.0045
C 5.6803 -1.2123 1.2899
C 4.7878 -0.7493 2.2480
C 3.4564 -0.5512 1.9190
C 1.0774 -1.1408 -1.4491
C 0.5698 -2.4222 -1.6440
C 0.4713 -2.9438 -2.9271
C 0.8760 -2.1879 -4.0178
C 1.3822 -0.9083 -3.8276
C 1.4816 -0.3857 -2.5480
P -0.9355 1.2778 0.4519
C -1.5454 1.0229 -1.2463
C -1.0248 1.7656 -2.3029
C -1.4503 1.5349 -3.6017
C -2.3865 0.5428 -3.8567
C -2.8979 -0.2121 -2.8101
C -2.4858 0.0322 -1.5082
C -1.3271 2.9744 0.9435
C -1.0583 3.3170 2.2679
C -1.2995 4.6050 2.7188
C -1.8266 5.5541 1.8545
C -2.1240 5.2077 0.5448
C -1.8822 3.9194 0.0887
H 4.9264 1.3795 0.1197
H 6.1778 0.9509 -1.9711
H 3.4588 3.0532 -4.2174
H 2.0861 3.5838 -2.2268
H 3.5724 -1.4852 -1.3389
H 5.9223 -1.8603 -0.7420
H 6.7189 -1.3728 1.5495
H 5.1242 -0.5532 3.2577
H 2.7612 -0.2142 2.6771
H 0.2585 -3.0108 -0.7881
H 0.0798 -3.9427 -3.0729
H 0.7976 -2.5946 -5.0181
H 1.7001 -0.3152 -4.6760
H 1.8728 0.6150 -2.4028
H -0.2630 2.5121 -2.1095
H -1.0392 2.1187 -4.4158
H -2.7136 0.3549 -4.8713
H -3.6252 -0.9894 -3.0096
H -2.8874 -0.5399 -0.6806
H -0.6723 2.5698 2.9527
H -1.0870 4.8622 3.7483
H -2.0173 6.5601 2.2054
H -2.5550 5.9404 -0.1254
H -2.1399 3.6553 -0.9278
O -3.4476 1.0417 1.1250
N -3.6903 0.1771 1.9508
O -2.9162 -0.8421 1.9476
S 0.2746 0.0954 3.7412
C -0.4696 -0.8484 4.9345
N -0.9728 -1.4846 5.7573
C -2.9611 -3.5844 4.1206
N -3.2952 -3.5725 2.7134
C -4.6790 -3.4584 2.2656
C -4.5506 -3.2832 0.7403
N -3.1099 -3.3798 0.5446
C -2.4491 -3.4297 1.7095
S -0.7489 -3.2809 1.8271
H -3.5861 -2.8565 4.6378
H -1.9235 -3.2956 4.2517
H -3.1243 -4.5751 4.5478
H -5.1356 -2.5888 2.7408
H -5.2457 -4.3501 2.5378
H -4.9221 -2.3093 0.4187
H -5.0742 -4.0642 0.1901
H -2.6283 -3.1012 -0.2919

***

In order of decreasing stability: b, a.